(1)
ORCA calculation (ωB97M-V/def2-TZVPD) on a 2-piece molecular cluster, C9H12BrN3O overall at a distorted geometry.

Results
Gap between HOMO and LUMO, eV: 8.600
ΔE to the lowest compared entry with this formula, charge and spin, kJ/mol: 76.2
HOMO, eV: -8.365
Spin multiplicity: 1
Structure (SMILES): C=C(C#N)[C@H]1[C@H](C)C=NN1C.O=CBr

Each line ends with the natural charge from an NBO analysis.
CARTESIAN COORDINATES (ANGSTROEM)
C  1.657  1.602  0.955  -0.268
C  1.568  0.372  0.431  -0.110
C  2.767  -0.434  0.181  0.247
N  3.720  -1.042  0.080  -0.309
C  0.401  -0.569  0.271  -0.098
C  -0.843  -0.193  0.952  -0.287
C  -1.341  -1.347  1.880  -0.593
C  -1.802  -0.001  -0.269  -0.059
N  -1.294  -0.374  -1.392  -0.155
N  -0.029  -0.554  -1.133  -0.241
C  0.763  -1.203  -2.205  -0.416
H  2.648  1.859  1.220  0.215
H  0.915  2.050  1.596  0.215
H  0.779  -1.567  0.499  0.218
H  -0.545  0.679  1.584  0.231
H  -1.610  -2.203  1.132  0.208
H  -2.196  -1.076  2.543  0.224
H  -0.529  -1.689  2.479  0.212
H  -2.876  0.084  -0.159  0.217
H  0.901  -0.572  -3.201  0.215
H  0.486  -2.222  -2.503  0.203
H  1.760  -1.131  -1.784  0.213
O  -0.023  2.299  -0.991  -0.524
C  -1.207  2.253  -0.924  0.329
Br  -2.259  2.937  0.556  -0.055
H  -1.813  2.042  -1.796  0.170

---

(2)
ORCA calculation (ωB97M-V/def2-TZVPD) on a 5-piece molecular cluster, C9H12Cl16N2OP overall at a distorted geometry.

Results
Gap between HOMO and LUMO, eV: 3.853
Charge: -1
HOMO, eV: -2.710
Spin multiplicity: 1

Each line ends with the natural charge from an NBO analysis.
CARTESIAN COORDINATES (ANGSTROEM)
C  -0.212  4.835  2.239  -0.749
C  -1.370  4.043  3.110  0.681
O  -1.409  4.219  4.456  -0.653
N  -2.453  3.145  2.476  -0.381
C  -3.619  4.133  2.260  -0.448
N  -2.090  2.775  1.191  -0.901
P  -1.205  1.228  1.150  0.835
C  0.662  1.458  0.825  -0.999
C  -1.569  0.119  2.661  -0.990
H  -0.609  5.209  1.180  0.243
H  0.167  5.799  2.832  0.223
H  0.722  4.125  2.109  0.240
H  -3.260  5.220  2.590  0.187
H  -3.794  4.221  1.083  0.225
H  -4.611  3.792  2.779  0.204
H  1.368  1.146  1.705  0.194
H  0.946  0.776  -0.112  0.222
H  0.942  2.566  0.483  0.233
H  -2.067  -0.888  2.258  0.226
H  -2.263  0.624  3.484  0.252
H  -0.597  -0.245  3.247  0.206
C  2.593  -2.530  0.430  -0.209
Cl  4.259  -2.148  0.935  0.033
Cl  2.485  -2.475  -1.347  0.037
Cl  2.158  -4.160  1.002  0.033
Cl  1.472  -1.335  1.131  0.095
C  -6.550  1.431  0.758  -0.220
Cl  -6.880  1.195  -0.977  0.019
Cl  -7.521  2.795  1.368  0.016
Cl  -6.979  -0.050  1.651  0.017
Cl  -4.819  1.784  0.991  0.126
C  1.939  -4.287  -5.266  -0.210
Cl  3.054  -5.620  -4.874  0.046
Cl  1.759  -4.166  -7.035  0.045
Cl  0.349  -4.605  -4.528  0.060
Cl  2.595  -2.758  -4.630  0.058
C  7.282  -6.274  -4.723  -0.210
Cl  7.935  -6.389  -6.376  0.049
Cl  8.521  -6.801  -3.556  0.051
Cl  6.825  -4.586  -4.381  0.063
Cl  5.846  -7.319  -4.577  0.052

---

(3)
ORCA calculation (ωB97M-V/def2-TZVPD) on C9H12Cl2IrN2O4Ru as an isolated structure at a distorted geometry.

Results
Gap between HOMO and LUMO (spin up / spin down), eV: 7.096 / 5.472
ΔE to the lowest compared entry with this formula, charge and spin, kJ/mol: 49.4
Expectation value of S²: 24.817
Charge: +4
HOMO (spin up / spin down), eV: -22.209 / -24.632
Spin multiplicity: 10

Each line ends with the Löwdin spin population.
CARTESIAN COORDINATES (ANGSTROEM)
Ru  0.282  -3.138  -1.377  2.432
Ir  -2.094  -1.033  0.209  2.437
Cl  1.585  -4.925  -0.942  0.870
Cl  -3.487  -2.004  1.708  1.024
C  -3.227  -1.569  -1.145  0.129
C  0.506  -2.753  -3.125  0.169
C  -1.304  -4.003  -1.496  0.156
O  -3.912  -1.974  -1.997  0.043
O  0.644  -2.504  -4.265  0.156
O  -2.317  -4.585  -1.573  0.114
C  1.280  1.393  -1.892  0.071
N  1.038  1.537  -0.473  0.436
C  1.750  2.556  0.291  0.067
C  0.959  2.868  1.536  0.013
C  0.674  1.623  2.339  0.039
N  0.117  0.609  1.459  0.267
C  -0.798  -0.396  1.996  0.085
C  0.213  0.669  0.126  0.028
O  -0.516  -0.118  -0.603  0.245
H  0.336  1.366  -2.451  0.026
H  1.842  0.474  -2.113  0.037
H  1.868  2.253  -2.219  0.002
H  2.756  2.192  0.554  0.038
H  1.852  3.430  -0.360  0.014
H  0.014  3.351  1.261  -0.001
H  1.514  3.580  2.149  0.000
H  -0.051  1.825  3.137  0.009
H  1.599  1.250  2.806  0.020
H  -0.648  -1.390  1.462  0.031
H  -0.618  -0.584  3.061  0.009
H  -1.856  0.000  1.940  0.035

---

(4)
ORCA calculation (ωB97M-V/def2-TZVPD) on C9H12Cl2N3NdO3PPr as an isolated structure at a distorted geometry.

Results
Gap between HOMO and LUMO (spin up / spin down), eV: 2.287 / 2.304
Expectation value of S²: 8.765
Charge: +4
HOMO (spin up / spin down), eV: -17.954 / -17.962
Spin multiplicity: 6

Each line ends with the Löwdin spin population.
CARTESIAN COORDINATES (ANGSTROEM)
Nd  0.078  0.999  -7.522  3.046
Pr  0.040  0.187  -0.145  2.045
Cl  -0.616  3.113  -6.869  -0.063
Cl  2.119  -1.193  -0.247  -0.029
C  -0.693  -1.309  1.259  -0.004
C  -0.437  1.420  -9.596  -0.006
C  0.546  -0.870  -8.422  -0.013
O  -1.104  -2.110  2.028  0.009
O  -0.763  1.741  -10.719  0.011
O  0.834  -1.975  -8.804  0.025
C  1.806  1.948  4.871  0.000
N  1.072  3.126  4.349  -0.002
C  -0.386  2.936  4.553  -0.001
N  -0.878  1.693  3.899  -0.002
C  -0.102  0.523  4.380  0.000
N  1.355  0.721  4.179  -0.001
C  1.710  0.756  2.740  -0.001
P  0.848  2.096  1.778  -0.010
C  1.408  3.413  2.938  -0.001
C  -0.860  1.805  2.419  -0.002
H  1.622  1.838  5.947  0.000
H  2.887  2.078  4.727  0.000
H  -0.936  3.807  4.173  0.000
H  -0.590  2.861  5.632  0.000
H  -0.434  -0.392  3.873  0.000
H  -0.298  0.385  5.454  0.000
H  2.796  0.892  2.630  0.000
H  1.460  -0.214  2.306  0.000
H  0.922  4.346  2.648  0.000
H  2.494  3.537  2.830  0.000
H  -1.339  0.901  1.984  0.000
H  -1.481  2.648  2.108  0.000

---

- Look up the spin multiplicity of the third one.
  10

---

Copy entry 2 word for word.
ORCA calculation (ωB97M-V/def2-TZVPD) on a 5-piece molecular cluster, C9H12Cl16N2OP overall at a distorted geometry.

Results
Gap between HOMO and LUMO, eV: 3.853
Charge: -1
HOMO, eV: -2.710
Spin multiplicity: 1

Each line ends with the natural charge from an NBO analysis.
CARTESIAN COORDINATES (ANGSTROEM)
C  -0.212  4.835  2.239  -0.749
C  -1.370  4.043  3.110  0.681
O  -1.409  4.219  4.456  -0.653
N  -2.453  3.145  2.476  -0.381
C  -3.619  4.133  2.260  -0.448
N  -2.090  2.775  1.191  -0.901
P  -1.205  1.228  1.150  0.835
C  0.662  1.458  0.825  -0.999
C  -1.569  0.119  2.661  -0.990
H  -0.609  5.209  1.180  0.243
H  0.167  5.799  2.832  0.223
H  0.722  4.125  2.109  0.240
H  -3.260  5.220  2.590  0.187
H  -3.794  4.221  1.083  0.225
H  -4.611  3.792  2.779  0.204
H  1.368  1.146  1.705  0.194
H  0.946  0.776  -0.112  0.222
H  0.942  2.566  0.483  0.233
H  -2.067  -0.888  2.258  0.226
H  -2.263  0.624  3.484  0.252
H  -0.597  -0.245  3.247  0.206
C  2.593  -2.530  0.430  -0.209
Cl  4.259  -2.148  0.935  0.033
Cl  2.485  -2.475  -1.347  0.037
Cl  2.158  -4.160  1.002  0.033
Cl  1.472  -1.335  1.131  0.095
C  -6.550  1.431  0.758  -0.220
Cl  -6.880  1.195  -0.977  0.019
Cl  -7.521  2.795  1.368  0.016
Cl  -6.979  -0.050  1.651  0.017
Cl  -4.819  1.784  0.991  0.126
C  1.939  -4.287  -5.266  -0.210
Cl  3.054  -5.620  -4.874  0.046
Cl  1.759  -4.166  -7.035  0.045
Cl  0.349  -4.605  -4.528  0.060
Cl  2.595  -2.758  -4.630  0.058
C  7.282  -6.274  -4.723  -0.210
Cl  7.935  -6.389  -6.376  0.049
Cl  8.521  -6.801  -3.556  0.051
Cl  6.825  -4.586  -4.381  0.063
Cl  5.846  -7.319  -4.577  0.052

---

- Which value of spin multiplicity does entry 3 give?
  10